No. 1
ORCA calculation (the ωB97M-V functional and the def2-TZVPD basis) on a structure of composition C33H35BO3S.

## Properties
Calculated total energy   -52440.57142 eV
ΔE to the lowest compared entry with this formula, charge and spin   64.1 kcal/mol
HOMO-LUMO gap   4.5788 eV

Structure (ORCA input):
```
! wB97M-V def2-TZVPD RIJCOSX def2/J DEFGRID3
* xyz 0 1
C -4.63244 4.14999 2.58553
C -3.16356 3.83595 2.51514
C -2.34355 4.06670 3.63013
C -0.98334 3.78966 3.57618
C -0.40141 3.26582 2.39567
B 1.00278 -2.03484 2.96752
C 1.00466 2.95111 2.31222
C 1.76323 2.95368 1.13115
C 3.09229 3.44185 1.29012
C 3.44639 3.69874 2.60485
C 4.68124 4.37607 3.07593
S 2.13714 3.27982 3.66322
O 1.79247 -1.48300 3.93404
C 3.08827 -1.65639 3.34563
C 3.92859 -0.44975 3.68573
C 3.65148 -2.87946 4.05562
C 2.83928 -1.86792 1.77624
C 3.12690 -0.63744 0.93254
C 3.45185 -3.11769 1.17093
O 1.43250 -2.12216 1.67291
C -1.23072 3.10726 1.26007
C -2.59513 3.32176 1.34750
H -5.10385 4.02362 1.60403
H -5.15033 3.49667 3.30430
H -4.81589 5.18512 2.90544
H -2.78618 4.43376 4.56115
H -0.36850 3.98779 4.45612
H 1.33005 2.69530 0.16969
H 3.77058 3.63977 0.45518
H 5.25835 4.75615 2.22949
H 4.41930 5.21758 3.72364
H 5.33725 3.71575 3.65124
H 4.92988 -0.60803 3.26475
H 3.50105 0.48152 3.29108
H 4.03099 -0.35150 4.77275
H 4.66569 -3.06469 3.69597
H 3.67314 -2.68432 5.13760
H 3.02231 -3.76404 3.88957
H 4.20603 -0.46718 0.90052
H 2.76604 -0.81341 -0.08473
H 2.61010 0.24017 1.33685
H 4.53840 -3.05015 1.22987
H 3.10088 -4.01332 1.69807
H 3.13980 -3.19540 0.12292
H -0.79055 2.79367 0.31171
H -3.23867 3.06854 0.50418
C -5.62106 0.21877 6.43850
C -5.25729 0.77958 5.20410
C -3.95234 0.65704 4.73325
C -2.98966 -0.07865 5.46985
C -1.77248 -0.45158 4.82694
O -1.26843 -1.62042 5.33540
C -0.69116 -2.52610 4.49775
C -0.53071 -2.12687 3.10041
C -0.69120 -3.29164 2.20150
C -0.78798 -4.59661 2.68500
C -0.80950 -4.87877 4.05934
C -0.69994 -3.83747 4.97832
C -0.55760 -0.62994 2.75862
C -1.19174 0.14518 3.70073
C -3.36385 -0.63693 6.71843
C -4.66854 -0.50685 7.17705
H -6.64025 0.34211 6.82242
H -6.00204 1.30444 4.60092
H -3.64750 1.08362 3.77830
H -0.75037 -3.11986 1.12704
H -0.89272 -5.43821 1.98360
H -0.91305 -5.91962 4.41536
H -0.75926 -4.02767 6.04608
H -0.46586 -0.27642 1.72253
H -1.34303 1.21521 3.53998
H -2.62396 -1.16207 7.32121
H -4.96257 -0.97535 8.12034
*
```

---

No. 2
ORCA calculation (the ωB97M-V functional and the def2-TZVPD basis) on a structure of composition C33H35BaN5O7Si.

## Properties
Calculated total energy   -65150.49715 eV
ΔE to the lowest compared entry with this formula, charge and spin   1.4 kcal/mol
HOMO-LUMO gap   6.1396 eV

Structure (ORCA input):
```
! wB97M-V def2-TZVPD RIJCOSX def2/J DEFGRID3
* xyz -2 1
Ba -0.10481 0.56357 0.26052
O 3.14280 0.80996 3.10800
C 2.40865 -0.03033 2.57481
O 2.00035 -0.03039 1.37003
C 2.04690 -1.25613 3.44228
C 2.81945 -2.50001 2.94760
C 2.92924 -3.52431 4.09200
C 1.47219 -4.05257 4.14609
C 0.82586 -3.26226 2.98864
O 1.90908 -3.14670 2.06176
C 0.58977 -1.81313 3.43308
C -0.39960 -1.05953 2.53696
O -0.61762 0.14986 2.81955
O -0.90587 -1.65884 1.56105
H 2.35390 -1.00659 4.45683
H 3.74830 -2.27529 2.42718
H 3.26604 -3.07324 5.02581
H 3.62529 -4.31921 3.81809
H 0.98162 -3.85178 5.09999
H 1.42904 -5.12622 3.95716
H -0.02644 -3.72187 2.49935
H 0.18137 -1.76714 4.44580
C -1.08507 2.99146 -8.72790
O -1.45049 1.75760 -9.31280
C -0.93606 0.62538 -8.73254
C -1.41228 -0.58765 -9.21149
C -0.94545 -1.78044 -8.68412
C -0.01792 -1.78820 -7.64652
C 0.47414 -0.56365 -7.19342
C 0.02562 0.63266 -7.72746
N 0.54539 -3.02460 -7.21157
N 0.68657 -3.30131 -5.99520
C 0.08219 -2.56023 -4.97711
C -1.19923 -2.01209 -5.05660
C -1.77772 -1.31725 -4.01656
C -1.07049 -1.01901 -2.81792
O -1.53216 -0.30205 -1.89757
C 0.26539 -1.62194 -2.71563
N 0.94948 -1.36706 -1.58024
C 2.11905 -1.92896 -1.38473
C 2.71123 -2.77927 -2.33412
C 2.06381 -3.00585 -3.51952
C 0.79635 -2.42562 -3.74668
H -1.66407 3.75602 -9.24152
H -0.01927 3.20114 -8.86134
H -1.31837 3.01653 -7.66096
H -2.15114 -0.57748 -10.00349
H -1.30822 -2.72726 -9.06588
H 1.20519 -0.54782 -6.39530
H 0.41793 1.55956 -7.33282
H -1.77160 -2.16524 -5.96424
H -2.78446 -0.92981 -4.11082
H 2.60454 -1.69782 -0.44176
H 3.67284 -3.23064 -2.12601
H 2.49539 -3.62735 -4.29361
C 0.95150 3.46277 2.85940
C 0.98931 4.10632 1.50267
C 1.55416 5.36235 1.32022
C 1.63097 5.85451 0.01478
C 1.15219 5.11242 -1.03376
C 0.54995 3.83384 -0.79309
N 0.48859 3.39058 0.49586
N 0.06010 3.02351 -1.73139
Si -0.29621 3.46286 -3.32596
C -1.18489 2.05916 -4.19452
C -1.44950 4.97345 -3.43944
C 1.19770 3.88203 -4.43749
H 1.78036 2.75447 2.95038
H 0.03245 2.88954 2.98958
H 1.03624 4.20421 3.65569
H 1.94271 5.91883 2.16331
H 2.08295 6.82382 -0.17610
H 1.23821 5.47443 -2.05010
H -1.95557 1.63991 -3.54534
H -0.50717 1.24115 -4.44898
H -1.65604 2.40245 -5.12151
H -2.42121 4.73117 -3.00077
H -1.61468 5.27165 -4.48030
H -1.04439 5.83192 -2.89880
H 2.00649 3.16969 -4.25239
H 1.59106 4.88607 -4.25858
H 0.92754 3.81626 -5.49758
*
```

---

No. 3
ORCA calculation (the ωB97M-V functional and the def2-TZVPD basis) on a structure of composition C33H35F3GeN4O3ReSSb.

## Properties
Calculated total energy   -131060.22878 eV
ΔE to the lowest compared entry with this formula, charge and spin   7.8 kcal/mol
HOMO-LUMO gap (spin up / spin down)   5.6559 / 5.7279 eV
⟨S²⟩   0.7662

Structure (ORCA input):
```
! wB97M-V def2-TZVPD RIJCOSX def2/J DEFGRID3
* xyz -1 2
Re 0.44394 -0.61172 0.28092
F 4.61506 4.45537 -0.09445
C 3.43115 3.84028 -0.36230
F 3.21737 4.01050 -1.67398
F 2.49325 4.54058 0.29230
C 3.46843 2.39600 0.05152
C 4.59441 1.88877 0.64887
C 4.62770 0.55391 1.04854
C 3.48395 -0.19302 0.88921
N 2.37124 0.29933 0.34462
C 2.33892 1.55827 -0.15176
S 0.89712 1.91788 -0.99755
H 5.45557 2.52508 0.79844
H 5.51553 0.10909 1.47793
H 3.42788 -1.22877 1.19346
C -3.37854 2.42077 1.74748
Sb -2.70095 1.83126 -0.20455
C -4.76573 1.77836 -0.93836
C -2.39087 3.83732 -0.90844
H -4.24398 3.08438 1.65582
H -2.56542 2.92843 2.27116
H -3.65585 1.53510 2.32569
H -5.18220 2.78873 -1.00634
H -5.38050 1.20325 -0.23808
H -4.82357 1.30183 -1.92173
H -3.20872 4.48740 -0.58580
H -2.34100 3.82410 -2.00042
H -1.43762 4.20824 -0.52658
N -1.45313 -1.37027 0.44026
C -2.46927 -1.89178 0.54674
N -3.62180 -2.58727 0.70235
C -3.54299 -4.04008 0.46708
C -3.64126 -4.31296 -1.02005
O -4.83910 -3.76102 -1.56250
C -4.89856 -2.34861 -1.37247
C -4.82845 -1.99864 0.09984
H -4.38414 -4.49621 0.98970
H -2.60916 -4.42493 0.87807
H -3.67580 -5.38378 -1.21619
H -2.76809 -3.88827 -1.53099
H -5.84005 -2.01584 -1.80692
H -4.06851 -1.86318 -1.90167
H -5.68879 -2.41418 0.62631
H -4.80840 -0.91969 0.23917
C 0.99497 -2.17358 -0.29366
Ge 1.29607 -4.05419 -0.29876
C 3.16226 -4.45312 0.11987
C 3.65513 -4.02756 1.35842
C 4.99552 -4.19265 1.68780
C 5.86488 -4.79382 0.78290
C 5.38891 -5.23271 -0.44380
C 4.04666 -5.06032 -0.77330
C 0.24998 -4.82841 1.16475
C 0.01003 -6.20429 1.27402
C -0.73910 -6.71852 2.32740
C -1.25752 -5.86164 3.29309
C -1.01107 -4.49606 3.21105
C -0.26002 -3.98097 2.15574
C 0.81999 -4.82057 -2.01768
C -0.21472 -5.74234 -2.18593
C -0.58697 -6.17663 -3.45456
C 0.07270 -5.69109 -4.57447
C 1.10305 -4.76769 -4.42584
C 1.46932 -4.33226 -3.15752
H 2.97799 -3.56802 2.07540
H 5.36147 -3.85272 2.64991
H 6.91012 -4.92147 1.03751
H 6.06158 -5.71023 -1.14648
H 3.68321 -5.41137 -1.73354
H 0.42331 -6.88588 0.53573
H -0.91096 -7.78684 2.40113
H -1.84315 -6.26039 4.11406
H -1.40460 -3.82231 3.96426
H -0.06298 -2.91371 2.09670
H -0.73984 -6.12629 -1.31690
H -1.39515 -6.89034 -3.56908
H -0.21593 -6.02700 -5.56287
H 1.61219 -4.37702 -5.29913
H 2.25574 -3.58996 -3.05117
O -0.27225 0.93755 1.75177
N -0.04548 0.54637 2.95924
O 0.53744 -0.52100 3.01064
*
```